DFT (ωB97M-V with the def2-TZVPD basis set) results for a molecular structure, C2H13AgN2O8 at a distorted geometry.

Structure (XYZ):
```
26
Properties=species:S:1:pos:R:3:forces:R:3:mulliken_charge:R:1
Ag 5.390 6.408 5.996 -0.3083 1.1508 -1.8244 0.470
O 4.208 9.236 3.065 0.6940 -2.3136 1.3317 -0.404
C 4.693 8.253 3.881 0.3795 1.1580 0.7162 0.895
O 4.123 7.142 4.088 -0.3653 0.1560 -0.4881 -0.443
O 5.698 8.460 4.585 0.4530 0.2736 -0.1461 -0.469
H 3.397 8.799 2.798 -0.8599 0.4140 -0.8315 0.332
C 7.500 4.384 4.241 -2.6788 -1.2638 -0.1319 0.580
O 6.735 4.875 4.999 -2.7881 2.1552 3.2441 -0.455
N 8.719 4.748 4.152 4.6622 1.0146 -1.2389 -0.365
N 7.065 3.391 3.502 0.7213 -2.2005 -2.5180 -0.398
H 9.177 4.444 3.304 0.6993 0.4538 0.3768 0.202
H 8.982 5.617 4.595 0.0905 -0.3463 -0.3476 0.168
H 7.703 3.123 2.765 -0.7445 -0.7199 -0.1440 0.157
H 6.105 3.079 3.524 0.4710 0.2551 -0.0750 0.194
O 3.779 4.854 5.848 -0.6077 -0.6989 0.0554 -0.396
H 4.010 4.184 5.204 0.1882 -0.1372 -0.3021 0.263
H 3.059 4.468 6.347 -0.3281 0.0406 0.2705 0.268
O 4.471 7.726 7.562 -0.4203 0.4617 0.6667 -0.385
H 4.976 8.281 8.156 0.2678 0.1816 0.1314 0.265
H 3.568 8.026 7.662 -0.3551 0.0471 -0.0689 0.251
O 6.060 4.965 7.688 0.0726 -0.4376 0.8055 -0.338
H 5.490 4.228 7.910 -0.2458 -0.2207 0.0122 0.254
H 6.796 4.891 8.296 0.3074 0.0423 0.1018 0.238
O 7.485 7.171 6.740 0.5236 0.2891 0.3004 -0.371
H 7.881 7.313 7.600 0.0920 0.1202 0.3303 0.261
H 8.226 7.149 6.135 0.0795 0.1250 -0.2265 0.228
```
Forces are in eV/Å.

Net charge: +1
Spin multiplicity: 2
Relative energy (zero: lowest compared OMol25 entry of this formula, charge and spin): 0.0 kJ/mol
HOMO energy (alpha / beta): -12.788 / -12.479 eV
E: -25637.370 eV



DFT (ωB97M-V with the def2-TZVPD basis set) results for a molecular structure, C2H13B2BrINO4P2Ta at a distorted geometry.

Structure (XYZ):
```
27
Properties=species:S:1:pos:R:3:forces:R:3:mulliken_charge:R:1
C 2.282 -1.407 1.876 -0.4629 0.2525 -0.0533 -1.015
B 1.409 -1.115 0.586 -0.1718 -1.1180 0.0589 0.802
O 2.071 -1.377 -0.586 0.4893 0.6065 -0.2435 -0.551
Ta -0.772 -0.279 0.648 0.0287 2.7883 1.7686 -0.245
I -0.445 1.057 3.173 -0.0490 -0.5966 -0.6865 -0.374
C -0.377 1.643 -0.502 0.2784 -0.6329 -0.5950 -1.065
B 1.040 1.791 -1.052 -0.3702 -0.1199 -0.1411 0.578
O 1.222 1.665 -2.419 0.4519 0.1826 -0.4407 -0.616
O 2.176 2.046 -0.290 0.3829 -0.3894 0.2975 -0.588
P -3.381 0.092 0.769 0.1571 -0.2409 0.2676 0.214
N -3.521 1.643 1.170 0.1772 -0.2985 -0.1429 -0.590
P -1.258 -1.442 -1.633 -0.4907 0.2343 -0.0030 0.160
O 0.031 -1.173 -2.641 0.1138 -0.1446 -0.0921 -0.471
Br -1.063 -3.663 -1.293 0.1780 0.1380 -0.0688 -0.292
H 3.279 -0.981 1.816 0.3732 0.2079 -0.0152 0.330
H 2.385 -2.483 1.907 0.0787 -0.5280 -0.0162 0.299
H 1.817 -1.108 2.797 -0.0691 0.2031 0.4470 0.201
H 3.018 -1.456 -0.388 -0.1393 -0.3497 -0.1988 0.265
H -1.139 -1.891 1.495 0.1786 0.0171 -0.3601 0.023
H -1.056 1.712 -1.345 -0.3575 -0.0066 -0.2760 0.397
H -0.623 2.448 0.172 -0.1910 0.0550 0.7168 0.463
H 2.113 1.984 -2.627 -0.2449 -0.3302 -0.1635 0.264
H 2.814 1.343 -0.486 0.0150 0.4191 0.0974 0.282
H -4.053 -0.213 -0.437 -0.2192 -0.3719 0.1664 0.039
H -3.967 -0.725 1.770 -0.2921 -0.1857 -0.3232 0.006
H -4.033 2.137 0.451 0.0333 0.2223 -0.0877 0.179
H 0.032 -0.248 -2.932 0.1218 -0.0141 0.0875 0.304
```
Forces are in eV/Å.

Net charge: -1
HOMO energy: -4.154 eV
E: -111593.290 eV



DFT (ωB97M-V with the def2-TZVPD basis set) results for 3 unconnected molecules or ions with the total composition C2H13N2O2 at a distorted geometry.

Structure (XYZ):
```
19
Properties=species:S:1:pos:R:3:forces:R:3:mulliken_charge:R:1
C 0.568 0.767 1.681 1.3870 0.4724 -0.2681 -0.257
N -0.290 -0.131 2.482 0.4416 0.3891 0.3896 -0.569
C 1.152 -0.018 0.444 -2.1509 0.4206 -2.9197 -0.741
N -0.055 -0.893 -0.125 0.6787 1.2845 2.7951 -0.233
H -0.079 1.626 1.408 0.8303 -0.4714 -0.2087 0.306
H 1.546 1.143 2.173 -1.8491 -0.3185 -0.2150 0.291
H -1.124 0.357 2.890 1.5057 -0.6892 -0.3927 0.232
H 0.291 -0.576 3.204 -0.8576 0.2927 -0.1836 0.211
H 1.567 0.466 -0.565 -1.2070 -0.0071 2.5194 0.308
H 1.962 -0.680 0.643 0.2667 -0.8224 0.8688 0.452
H 0.295 -1.426 -0.848 0.8857 -1.9732 -1.9953 0.342
H -0.727 -0.265 -0.601 0.0637 0.1217 0.6985 0.269
H -0.454 -1.471 0.660 0.2645 0.9522 -0.9032 0.408
H -2.069 1.575 -1.199 -0.9835 -0.1385 -0.2567 0.302
H -0.765 2.213 -0.925 0.1732 -0.6599 -0.1178 0.286
O -1.160 1.332 -1.075 0.4755 1.1952 0.1442 -0.613
H -0.939 -1.385 -3.592 -0.1540 0.2233 1.1179 0.299
H 0.460 -1.389 -3.669 1.5915 -0.0445 -0.2808 0.313
O -0.179 -1.247 -2.986 -1.3621 -0.2268 -0.7919 -0.605
```
Forces are in eV/Å.

Net charge: +1
Relative energy (zero: lowest compared OMol25 entry of this formula, charge and spin): 103.6 kJ/mol
HOMO energy: -13.760 eV
E: -9353.560 eV



DFT (ωB97M-V with the def2-TZVPD basis set) results for 4 unconnected molecules or ions with the total composition C2H13NO3 at a distorted geometry.

Structure (XYZ):
```
19
Properties=species:S:1:pos:R:3:forces:R:3:mulliken_charge:R:1
C 2.273 2.301 -0.341 -0.5466 -0.6438 -1.7173 -1.255
C 2.296 0.824 0.033 -0.3077 1.0873 2.1515 -2.271
N 1.079 0.329 0.785 1.2249 -0.2208 -0.6056 -0.695
H 2.313 3.036 0.454 0.2284 -0.1825 0.2719 0.443
H 3.120 2.374 -1.044 0.0970 0.5877 0.3559 0.392
H 1.390 2.518 -0.957 0.0328 0.0497 0.1954 0.383
H 2.511 0.218 -0.839 -0.1138 -0.1340 0.0305 0.550
H 3.095 0.761 0.787 0.4337 -0.4766 -0.6680 0.365
H 1.297 -0.686 0.791 -0.7353 0.0240 0.0835 0.449
H 1.287 0.569 1.762 -0.2729 0.1212 0.0513 0.801
H -0.648 -2.606 0.472 0.0941 0.1343 0.0826 0.405
H -1.995 -3.215 0.144 0.7977 0.1961 0.6749 0.357
O -1.247 -3.293 0.782 -0.8060 -0.3618 -0.6092 -0.876
H -0.499 1.069 0.262 0.0371 -0.7397 -0.8557 0.422
H -1.741 1.892 0.177 -0.5132 0.1075 -0.2205 0.374
O -1.296 1.210 -0.336 0.5044 0.4485 0.8146 -0.824
H -3.405 -0.954 -0.918 -0.6066 0.3376 0.0253 0.289
H -1.950 -0.461 -0.854 -0.5140 -0.4571 0.2166 0.408
O -2.513 -1.276 -0.908 0.9661 0.1224 -0.2778 -0.717
```
Forces are in eV/Å.

Net charge: -1
Spin multiplicity: 2
Relative energy (zero: lowest compared OMol25 entry of this formula, charge and spin): 21.2 kJ/mol
HOMO energy (alpha / beta): 0.945 / -6.242 eV
E: -9916.360 eV



DFT (ωB97M-V with the def2-TZVPD basis set) results for 4 unconnected molecules or ions with the total composition C2H13NO3 at a distorted geometry.

Structure (XYZ):
```
19
Properties=species:S:1:pos:R:3:forces:R:3:mulliken_charge:R:1
C 3.198 -1.312 0.633 1.6736 -0.0026 -0.1952 -1.180
C 1.948 -0.571 1.096 -0.6956 0.4792 -1.2661 -0.173
N 1.142 -0.346 -0.076 0.6508 -0.9235 -0.6635 -0.122
H 3.174 -2.357 0.387 -0.8221 -0.4489 -0.1451 0.378
H 3.916 -1.243 1.446 -0.0500 0.1147 0.3820 0.362
H 3.704 -0.793 -0.185 -0.2725 0.0632 -0.0542 0.376
H 2.293 0.423 1.340 -0.1458 0.1085 1.0527 0.330
H 1.333 -1.127 1.795 0.2246 0.0818 0.4889 0.338
H 0.669 -1.126 -0.560 -0.5417 0.3602 0.2271 0.308
H 1.374 0.446 -0.675 -0.2392 0.0495 -0.0244 0.326
H -1.811 -1.635 -1.904 0.1705 -0.2461 0.0685 0.329
H -2.051 -0.384 -1.127 0.0577 0.1683 0.0807 0.349
O -1.498 -1.184 -1.111 0.0681 0.2257 -0.1522 -0.631
H -0.601 0.832 0.833 -0.1845 -0.0365 0.0998 0.292
H -0.836 2.107 1.644 -0.1438 0.0192 0.0640 0.351
O -1.298 1.379 1.210 0.2275 0.1054 -0.0905 -0.647
H -3.037 2.338 -1.695 0.0164 -0.2114 0.0088 0.328
H -2.205 1.806 -0.508 -0.1615 0.1031 0.1087 0.363
O -2.522 1.580 -1.393 0.1673 -0.0099 0.0099 -0.677
```
Forces are in eV/Å.

Net charge: +1
Spin multiplicity: 2
Relative energy (zero: lowest compared OMol25 entry of this formula, charge and spin): 0.0 kJ/mol
HOMO energy (alpha / beta): -14.599 / -14.598 eV
E: -9908.857 eV



DFT (ωB97M-V with the def2-TZVPD basis set) results for 4 unconnected molecules or ions with the total composition C2H13NO3S2 at a distorted geometry.

Structure (XYZ):
```
21
Properties=species:S:1:pos:R:3:forces:R:3:mulliken_charge:R:1
N 1.026 1.945 0.332 -0.2675 1.5630 4.7468 -0.701
C 1.126 1.200 1.724 1.6763 0.4567 -0.6562 -0.268
C 0.537 -0.247 1.589 -0.6769 1.4409 2.2282 -0.504
S -0.948 -0.402 2.880 0.1009 -0.0421 -1.8660 -0.094
S -2.523 0.792 2.043 1.6702 0.8250 0.8871 -0.202
H 0.068 2.090 0.179 -1.9050 0.9264 0.0736 0.267
H 1.153 1.276 -0.332 1.3914 -2.7382 -2.2521 0.238
H 2.353 1.232 1.788 -3.1858 -0.5151 0.6497 0.261
H 0.575 1.608 2.751 1.7509 -0.0499 -3.2018 0.266
H 0.198 -0.514 0.625 -0.6072 0.0560 -0.9960 0.284
H 1.295 -0.961 1.846 0.0975 -0.6867 0.6798 0.349
H -3.462 0.060 1.479 -0.0418 -1.2172 -0.2570 0.142
O 2.365 -1.597 -4.077 1.0830 0.4384 -1.3806 -0.575
H 1.471 -1.821 -4.226 -1.8542 0.0261 -1.3125 0.354
H 2.412 -1.981 -3.239 1.3059 -0.7229 2.2654 0.255
O 1.260 -0.655 -1.637 -1.8142 -1.2165 -2.0152 -0.668
H 0.618 -0.731 -2.446 1.7675 0.5856 2.0978 0.314
H 1.545 -1.588 -1.547 -0.1909 0.8113 0.3116 0.288
O 0.129 -0.642 -5.098 1.1591 0.3064 -0.6633 -0.644
H 0.806 -0.419 -5.786 -0.7636 -0.2235 1.0077 0.335
H -0.692 -0.668 -5.571 -0.6954 -0.0237 -0.3472 0.304
```
Forces are in eV/Å.

SMILES string: NCCSS.O.O.O
Relative energy (zero: lowest compared OMol25 entry of this formula, charge and spin): 251.6 kJ/mol
HOMO energy: -9.008 eV
E: -31585.557 eV



DFT (ωB97M-V with the def2-TZVPD basis set) results for 4 unconnected molecules or ions with the total composition C2H13NO4 at a distorted geometry.

Structure (XYZ):
```
20
Properties=species:S:1:pos:R:3:forces:R:3:mulliken_charge:R:1
C 2.262 1.457 2.035 0.4037 0.3412 -0.9915 -0.591
O 3.340 0.542 1.735 -0.7250 0.1719 0.1913 -0.202
C 1.004 1.151 1.272 -1.0528 -1.3604 0.3868 -1.027
N 0.447 -0.216 1.526 0.5602 0.9441 -0.6763 -1.047
H 2.079 1.481 3.107 0.1183 -0.1346 0.0781 0.356
H 2.565 2.452 1.683 0.1286 0.1158 0.3703 0.287
H 3.051 0.128 0.913 0.2970 -0.2107 -0.0348 0.262
H 0.209 1.832 1.594 0.2584 0.4579 -0.2276 0.638
H 1.114 1.227 0.186 0.3211 0.4088 0.1123 -0.034
H -0.528 -0.072 1.763 0.0046 -0.6784 0.3719 0.514
H 0.993 -0.710 2.212 -0.2899 -0.1321 0.4221 0.396
H -2.494 1.023 0.438 0.0406 -0.0718 0.0161 0.445
H -2.842 0.312 -0.873 0.1620 0.2964 0.1858 0.335
O -2.700 1.200 -0.492 -0.1938 -0.1606 -0.2296 -0.989
H 1.494 0.467 -3.044 -0.0960 0.0272 -0.0003 0.402
H 1.361 -1.019 -2.815 -0.1174 -0.0320 0.0088 0.468
O 1.415 -0.366 -3.523 0.1641 -0.0142 -0.0212 -1.064
H -3.839 -3.216 -2.032 0.0495 0.1994 0.1592 0.487
H -5.237 -3.794 -2.142 -0.0335 0.0439 0.0455 0.328
O -4.724 -3.142 -1.652 0.0001 -0.2116 -0.1670 -0.968
```
Forces are in eV/Å.

Net charge: -1
Spin multiplicity: 2
Relative energy (zero: lowest compared OMol25 entry of this formula, charge and spin): 47.5 kJ/mol
HOMO energy (alpha / beta): 0.729 / -5.908 eV
E: -11963.360 eV



DFT (ωB97M-V with the def2-TZVPD basis set) results for 5 unconnected molecules or ions with the total composition C2H13NO4 at a distorted geometry.

Structure (XYZ):
```
20
Properties=species:S:1:pos:R:3:forces:R:3:mulliken_charge:R:1
C -1.787 0.566 0.377 1.2395 0.8037 -2.0368 -0.990
C -1.511 0.146 -0.898 0.3539 -2.0375 1.6464 -0.129
N -0.527 0.583 -1.830 -0.7096 0.1407 2.4875 -0.402
H -1.657 1.630 0.544 0.3005 0.1112 0.4516 0.487
H -1.894 -0.072 1.251 -0.9304 -0.0904 -0.6115 0.249
H -1.776 -0.882 -1.116 -0.2195 -0.1597 -0.0958 0.384
H -0.054 1.344 -1.407 0.6887 1.0646 0.1354 0.190
H -0.841 0.873 -2.700 -0.8847 0.2417 -2.1361 0.228
O 0.841 2.579 0.068 0.1328 -0.1608 0.6086 -0.679
H 0.207 2.243 0.723 -0.0034 0.0444 -0.2791 0.327
H 1.571 2.900 0.613 0.0149 0.1942 -0.1878 0.313
O 0.126 -2.707 -0.458 -0.1029 0.3208 1.0499 -0.672
H 0.455 -3.397 0.149 -0.1607 0.1812 -0.6251 0.306
H -0.022 -1.997 0.231 -0.1702 -1.0414 -1.1864 0.374
O 0.536 -1.623 1.798 0.1193 1.1668 1.6044 -0.728
H 1.135 -1.107 1.203 -0.1509 -0.1669 0.1967 0.458
H 0.349 -1.018 2.553 0.1652 -0.7907 -0.8484 0.267
O 1.738 -0.294 -0.117 0.4887 -0.1394 -0.3842 -0.696
H 1.367 -0.420 -1.008 -0.0847 -0.1268 0.3694 0.356
H 1.745 0.653 0.023 -0.0866 0.4443 -0.1586 0.358
```
Forces are in eV/Å.

SMILES string: C=CN.O.O.O.O
Relative energy (zero: lowest compared OMol25 entry of this formula, charge and spin): 169.0 kJ/mol
HOMO energy: -8.932 eV
E: -11963.715 eV



DFT (ωB97M-V with the def2-TZVPD basis set) results for 5 unconnected molecules or ions with the total composition C2H13NO4 at a distorted geometry.

Structure (XYZ):
```
20
Properties=species:S:1:pos:R:3:forces:R:3:mulliken_charge:R:1
C 0.491 -1.577 0.733 -0.2028 -1.2000 0.8765 -1.251
C 0.431 -0.332 1.209 -0.0254 2.4897 -1.6026 0.192
N -0.692 0.494 1.293 -0.8197 -1.5206 1.0693 -0.370
H -0.394 -2.173 0.500 0.0257 0.3434 0.0229 0.301
H 1.399 -2.164 0.866 -0.0062 0.3149 -0.1623 0.392
H 1.322 0.280 1.328 0.3053 -0.6082 0.2450 0.368
H -0.853 1.379 0.845 0.8216 0.0096 -0.0630 0.230
H -1.557 0.010 1.478 -0.1005 0.0859 -0.2813 0.162
O -4.032 0.732 1.302 0.3712 0.0494 -0.4861 -0.661
H -3.564 1.200 0.593 -0.1934 0.0328 0.2701 0.316
H -4.064 -0.164 0.952 -0.1680 -0.1215 0.1168 0.319
O 3.298 0.593 0.146 -0.1728 -0.0982 0.3994 -0.594
H 3.107 0.632 -0.795 0.1750 -0.0152 -0.1871 0.306
H 4.118 1.058 0.323 0.0473 0.0703 -0.2709 0.279
O 1.755 -0.797 -2.037 0.1352 0.6620 -0.1053 -0.640
H 1.367 -1.160 -1.238 -0.1136 -0.1870 0.7480 0.332
H 1.499 -1.403 -2.723 -0.0562 -0.3593 -0.5345 0.287
O -1.182 0.592 -1.719 -0.2791 0.0711 0.2359 -0.611
H -1.331 0.715 -2.657 0.0754 0.0189 -0.2087 0.277
H -0.283 0.256 -1.637 0.1811 -0.0380 -0.0823 0.368
```
Forces are in eV/Å.

SMILES string: C=CN.O.O.O.O
Relative energy (zero: lowest compared OMol25 entry of this formula, charge and spin): 120.6 kJ/mol
HOMO energy: -8.453 eV
E: -11964.216 eV



DFT (ωB97M-V with the def2-TZVPD basis set) results for a molecular structure, C2H13O7Zn at a distorted geometry.

Structure (XYZ):
```
23
Properties=species:S:1:pos:R:3:forces:R:3:mulliken_charge:R:1
Zn 1.218 -2.193 -1.324 -1.2518 1.1229 2.1506 0.740
C -0.284 1.220 -0.119 0.5696 -0.1684 0.3106 -0.951
C 0.243 -0.129 -0.499 -0.2135 0.8463 0.5192 1.586
O 1.475 -0.401 -0.385 1.4186 0.1893 -0.5805 -0.760
O -0.487 -0.999 -0.987 -0.9184 -1.8834 -1.8506 -0.721
H 0.490 1.605 0.546 -0.6047 0.7109 -0.0031 0.261
H -1.270 1.295 0.339 0.1367 -0.6641 0.1030 0.353
H -0.391 1.762 -1.059 0.4021 0.2770 -0.0112 0.343
O 2.689 2.365 -0.141 -0.0316 0.1963 -0.1397 -0.661
H 3.506 2.095 -0.560 0.3564 0.0650 -0.0407 0.296
H 2.111 1.607 -0.231 0.1393 -0.3432 -0.2148 0.262
O 0.962 -2.819 0.744 0.3975 -0.2614 -0.7345 -0.416
H 0.241 -3.209 1.239 -0.7552 -0.4081 -0.1150 0.325
H 1.558 -2.483 1.413 0.5090 0.3014 0.1598 0.338
O 1.733 2.752 2.401 -0.4747 -0.3339 0.4893 -0.670
H 2.200 2.550 1.590 0.5451 0.2036 -0.3027 0.378
H 1.365 3.623 2.255 -0.0389 0.2697 0.0657 0.321
O -3.440 -1.354 -2.093 0.0527 -0.0833 0.0287 -0.584
H -2.617 -1.038 -2.465 0.1690 0.1105 -0.0941 0.271
H -4.113 -0.815 -2.508 -0.2782 0.0973 -0.1529 0.313
O -2.545 -2.153 0.500 0.2965 -0.5235 0.5184 -0.643
H -1.817 -1.669 0.109 -0.1556 0.2160 -0.3362 0.300
H -2.827 -1.610 1.236 -0.2699 0.0634 0.2307 0.320
```
Forces are in eV/Å.

Net charge: +1
Relative energy (zero: lowest compared OMol25 entry of this formula, charge and spin): 383.0 kJ/mol
HOMO energy: -13.498 eV
E: -65027.770 eV